Record 1
Entry from the Open Molecules 2025 dataset: C10H21CuN3O6 as an isolated structure (ωB97M-V with the def2-TZVPD basis set).

Structure (XYZ):
```
41
Properties=species:S:1:pos:R:3:lowdin_charge:R:1
Cu 0.2913 -0.0961 0.8493 0.420
C 0.6598 2.6332 1.3069 -1.082
O 0.7500 3.8973 1.3687 -0.155
O 1.4131 1.8815 0.6280 -0.172
O -0.2731 1.9750 1.8120 -0.154
C 1.2305 -1.5645 3.6070 -0.294
O 1.1377 -1.8451 2.4098 0.004
N 1.6977 -2.4190 4.5347 -0.184
C 1.8658 -1.8795 5.9201 -0.046
C 2.1416 -3.7844 4.3380 -0.055
H 1.0348 -0.5675 4.0311 0.147
H 1.2288 -2.5647 6.4794 0.078
H 1.3525 -0.9294 6.0681 0.085
H 2.8837 -1.9352 6.3060 0.083
H 2.8456 -4.1116 5.1031 0.083
H 1.3942 -4.5464 4.1166 0.087
H 2.7080 -3.7568 3.4071 0.086
C -1.6760 1.2447 -1.0132 -0.271
O -1.7887 0.0643 -0.5751 -0.035
N -2.5114 1.8832 -1.8412 -0.179
C -2.1763 3.1503 -2.3632 -0.078
C -3.8053 1.3012 -2.2718 -0.032
H -0.7394 1.8054 -0.8693 0.124
H -3.0318 3.7754 -2.1074 0.087
H -2.0406 3.1598 -3.4447 0.080
H -1.2901 3.6418 -1.9619 0.107
H -3.9429 1.0675 -3.3275 0.079
H -4.0339 0.4488 -1.6321 0.083
H -4.6155 1.9947 -2.0466 0.076
C 0.2459 -1.4599 -2.3067 -0.353
O 0.7058 -1.6139 -1.1970 0.020
N 0.5645 -0.4477 -3.1028 -0.194
C -0.0273 -0.3477 -4.4137 -0.059
C 1.4895 0.5424 -2.7416 -0.052
H -0.4314 -2.1635 -2.8150 0.134
H -0.4698 0.6379 -4.5580 0.085
H -0.8067 -1.1022 -4.5207 0.079
H 0.7034 -0.5505 -5.1967 0.084
H 2.1060 0.8994 -3.5666 0.087
H 1.0043 1.4659 -2.4258 0.090
H 2.2055 0.2155 -1.9876 0.106
```

As for the energy above the lowest of the compared OMol25 structures with the same formula, charge and spin: 0.892 eV. The HOMO energy is -1.72 eV. The calculation puts the total energy at -2649.81619 Eh. As for the net charge: -1. The HOMO-LUMO gap is 4.38 eV.

---

Record 2
Entry from the Open Molecules 2025 dataset: C10H21F2INO3S as an isolated structure (ωB97M-V with the def2-TZVPD basis set).

Structure (XYZ):
```
39
Properties=species:S:1:pos:R:3:lowdin_charge:R:1
C -2.2074 -1.6188 4.3018 -0.042
C -1.1128 -0.8989 3.5181 -0.409
F -0.4048 -0.0553 4.3823 -0.012
C -1.6262 0.0339 2.4032 -0.203
N -1.5214 -0.4862 0.9784 -0.833
S -2.6832 0.4575 -0.0331 0.886
I -1.9798 -2.5542 0.8560 1.192
C -0.1486 -0.1779 0.3505 -0.274
C 1.0876 -0.4965 1.1761 -0.131
C 1.5834 -1.9450 1.1187 -0.192
F 1.4201 -2.5541 2.3647 -0.068
H -1.9509 -2.6643 4.4804 0.087
H -3.1795 -1.5740 3.8041 0.070
H -2.3074 -1.1256 5.2735 0.100
H -0.3750 -1.6071 3.1260 0.086
H -1.0285 0.9512 2.4164 0.143
H -2.6726 0.2997 2.5606 0.107
H -3.4120 -0.5788 -0.4642 -0.139
H -0.1366 -0.7168 -0.6013 0.109
H -0.1994 0.8909 0.1151 0.104
H 1.8676 0.1646 0.7806 0.127
H 0.9712 -0.2027 2.2238 0.116
H 1.0150 -2.5465 0.3995 0.079
H 2.6404 -1.9985 0.8500 0.129
C 3.3465 2.2266 -3.2322 -0.053
C 2.7446 1.1341 -2.3817 -0.201
O 1.3596 1.4194 -2.0549 0.007
C 0.4841 1.1410 -3.0206 -0.618
O 0.7076 0.5652 -4.0484 0.147
O -0.7323 1.4885 -2.5801 -0.045
C -1.8091 1.1404 -3.4585 -0.045
H 3.2418 3.1945 -2.7423 0.087
H 4.4078 2.0288 -3.3813 0.088
H 2.8662 2.2686 -4.2084 0.084
H 3.2362 1.0667 -1.4130 0.116
H 2.7949 0.1655 -2.8769 0.124
H -1.7667 0.0820 -3.7105 0.100
H -1.8076 1.7235 -4.3766 0.106
H -2.7128 1.3588 -2.8954 0.069
```

The HOMO energy is -13.67 eV. The calculation puts the total energy at -1569.40557 Eh. As for the net charge: +1. The HOMO-LUMO gap is 7.91 eV.

---

Record 3
Entry from the Open Molecules 2025 dataset: a 2-piece molecular cluster, C10H21N4O5PSi overall (ωB97M-V with the def2-TZVPD basis set).

Structure (XYZ):
```
42
Properties=species:S:1:pos:R:3:lowdin_charge:R:1
C 1.8109 -0.3831 -0.4957 -0.195
Si 1.3546 -0.0424 -2.2760 0.551
C 1.6216 -1.5841 -3.3230 -0.184
C 2.4700 1.2953 -2.9862 -0.179
C -0.4903 0.4561 -2.4058 -0.338
N -1.2490 -0.1422 -3.3362 0.073
N -2.5204 0.1803 -3.3818 0.096
C -2.9489 1.0786 -2.4967 -0.407
C -4.4189 1.3916 -2.5377 -0.140
P -5.3033 -0.0860 -1.9232 0.410
O -4.3982 -1.1369 -1.4345 -0.273
O -6.2712 -0.5665 -3.1011 -0.115
O -6.2950 0.4072 -0.7847 -0.110
N -2.2053 1.7184 -1.6019 0.103
N -0.9280 1.3909 -1.5554 0.065
H 1.8427 0.5447 0.0726 0.036
H 1.1452 -1.0946 -0.0169 0.033
H 2.8212 -0.7865 -0.5031 0.034
H 2.6690 -1.6439 -3.6112 0.030
H 1.2988 -2.4619 -2.7700 0.030
H 1.0308 -1.4654 -4.2307 0.020
H 2.5129 1.1493 -4.0665 0.027
H 3.4772 1.0874 -2.6225 0.032
H 2.1772 2.3139 -2.7510 0.026
H -4.6546 2.2495 -1.9182 0.097
H -4.6937 1.5380 -3.5799 0.096
H -5.7132 -0.7427 -3.8706 0.086
H -6.1450 -0.1514 -0.0151 0.088
O 2.9307 -1.2255 1.9939 0.090
C 2.4916 -0.8781 3.0537 -0.518
O 2.8468 0.3302 3.5354 0.001
C 2.2404 0.9189 4.6884 -0.238
C 2.8991 0.4595 5.9725 -0.065
C 1.6187 -1.7857 3.8898 0.016
H 1.1639 0.7428 4.6899 0.113
H 2.3824 1.9908 4.5624 0.123
H 2.7871 -0.6148 6.1197 0.067
H 2.4599 0.9711 6.8293 0.081
H 3.9668 0.6759 5.9441 0.083
H 2.2597 -2.4511 4.4666 0.096
H 1.0126 -2.3836 3.2139 0.091
H 0.9431 -1.2643 4.5633 0.069
```

Its SMILES is C[Si](C)(C)c1nnc(CP(=O)(O)O)nn1.CCOC(C)=O. The HOMO energy is -9.30 eV. The calculation puts the total energy at -1619.78016 Eh. The HOMO-LUMO gap is 8.73 eV.

---

Record 4
Entry from the Open Molecules 2025 dataset: C10H22AsCl3MgN2O2S3SbSi as an isolated structure (ωB97M-V with the def2-TZVPD basis set).

Structure (XYZ):
```
46
Properties=species:S:1:pos:R:3:mulliken_spin:R:1
Mg 2.4805 -0.5516 1.8151 0.002
C 0.2606 3.2939 1.8265 0.000
C 0.9817 2.0044 1.5617 -0.003
N 1.1859 1.1232 2.4687 0.014
O 0.6878 1.4424 3.7218 -0.008
C 1.4548 1.7178 0.2093 0.001
C 1.3276 2.6820 -0.9295 0.001
N 2.0060 0.5471 0.0237 -0.005
O 2.4061 0.2113 -1.1467 0.000
H -0.0293 3.3757 2.8684 0.000
H -0.6299 3.3533 1.1978 0.000
H 0.9033 4.1352 1.5590 0.000
H 0.8021 0.6227 4.2293 0.003
H 0.5832 3.4552 -0.7462 0.000
H 1.0637 2.1315 -1.8343 0.000
H 2.2866 3.1677 -1.1407 0.000
S -0.7272 -1.7077 5.2030 0.297
Sb 1.1034 -2.4964 4.0482 0.403
S 0.8436 -2.4988 1.7313 0.149
S 2.9759 -1.1331 4.2837 0.144
C -3.0325 -2.5845 0.4148 0.000
C -3.1233 -1.3562 -0.4839 0.000
As -1.3653 -0.4389 -0.5313 -0.001
C -1.7106 0.9139 -1.9633 0.002
C -2.9793 0.7845 -2.7929 0.000
C -0.3657 -1.7560 -1.6040 0.005
C -0.9410 -2.1466 -2.9552 0.001
H -4.0108 -3.0527 0.5577 0.000
H -2.6258 -2.3296 1.3950 0.000
H -2.3630 -3.3339 -0.0119 0.000
H -3.8382 -0.6380 -0.0722 0.000
H -3.4745 -1.6264 -1.4828 0.000
H -0.8215 0.8887 -2.5989 0.000
H -1.6933 1.8860 -1.4645 0.000
H -3.0205 -0.1654 -3.3277 0.000
H -3.0560 1.5852 -3.5360 0.000
H -3.8715 0.8369 -2.1647 0.000
H -0.2425 -2.6288 -0.9594 -0.005
H 0.6288 -1.3126 -1.7056 0.000
H -1.9441 -2.5746 -2.8691 0.000
H -0.3096 -2.8927 -3.4456 0.000
H -1.0037 -1.2888 -3.6288 0.000
Cl 6.1935 -0.4017 -0.8087 0.000
Si 5.2322 -0.9549 1.0468 -0.002
Cl 7.0094 -1.3745 2.1855 0.000
Cl 4.7627 1.0856 1.8563 0.001
```

As for the energy above the lowest of the compared OMol25 structures with the same formula, charge and spin: 0.428 eV. The HOMO energy (spin up / spin down) is -1.77 / -2.22 eV. The calculation puts the total energy at -6195.23141 Eh. As for the net charge: -2. Its multiplicity is 2. The HOMO-LUMO gap (spin up / spin down) is 6.26 / 6.07 eV.

---

Record 5
Entry from the Open Molecules 2025 dataset: C10H22ClCrO4S3Se2 as an isolated structure (ωB97M-V with the def2-TZVPD basis set).

Structure (XYZ):
```
43
Properties=species:S:1:pos:R:3:mulliken_spin:R:1
Cr 0.1026 0.5491 0.7072 1.110
C -3.2541 -0.6334 -0.8342 0.005
C -2.7161 -1.4952 -1.9586 0.001
S -1.2065 -0.7651 -2.6964 0.003
C 0.1252 -2.0075 -2.4814 -0.001
C 0.2184 -2.7484 -1.1681 0.001
S 0.7108 -1.7773 0.3376 -0.043
C -0.4980 -2.4315 1.5422 0.003
C -1.9505 -2.0858 1.2507 -0.001
S -2.2023 -0.3679 0.6476 -0.027
H -4.1935 -1.0415 -0.4519 -0.002
H -3.4378 0.3811 -1.1941 0.000
H -3.4675 -1.5028 -2.7508 0.001
H -2.5242 -2.5244 -1.6714 0.000
H 1.0344 -1.4336 -2.6723 0.000
H 0.0059 -2.7346 -3.2881 0.001
H 1.0004 -3.5031 -1.2635 -0.002
H -0.7116 -3.2536 -0.9253 0.001
H -0.1808 -1.9977 2.4935 0.002
H -0.3664 -3.5150 1.5783 0.002
H -2.5190 -2.1679 2.1784 -0.001
H -2.3973 -2.7569 0.5197 -0.001
O -1.8318 1.7126 3.6069 -0.003
Cl -0.6474 1.6673 2.9157 0.006
O 0.4331 2.3294 3.4940 0.000
O -0.8115 2.1674 1.5534 -0.011
O -0.2509 0.2747 2.6960 0.003
C 3.4137 1.0556 2.6164 0.004
Se 2.1341 1.8402 1.4036 -0.046
C 3.1475 1.6982 -0.2894 0.001
C 2.2926 2.3098 -1.3811 0.014
Se 0.5617 1.3446 -1.5332 -0.017
C -0.6475 2.8304 -1.7995 0.003
H 3.6785 0.0467 2.3014 -0.001
H 2.9652 1.0550 3.6097 0.000
H 4.2988 1.6991 2.6277 -0.002
H 3.3856 0.6486 -0.4848 0.000
H 4.0799 2.2579 -0.1805 -0.001
H 2.7977 2.2474 -2.3510 -0.003
H 2.0628 3.3547 -1.1576 0.000
H -0.3211 3.4231 -2.6546 -0.001
H -0.6786 3.4290 -0.8900 0.000
H -1.6346 2.4215 -2.0022 0.000
```

The HOMO energy (spin up / spin down) is -15.05 / -15.03 eV. The calculation puts the total energy at -8196.37736 Eh. As for the net charge: +2. Its multiplicity is 2. The HOMO-LUMO gap (spin up / spin down) is 6.03 / 6.62 eV.

---

Record 6
Entry from the Open Molecules 2025 dataset: C10H22ClIInO3P as an isolated structure (ωB97M-V with the def2-TZVPD basis set).

Structure (XYZ):
```
39
Properties=species:S:1:pos:R:3:lowdin_charge:R:1
C -0.1537 -1.8288 -0.8534 -0.039
C 1.0007 -0.8603 -0.8598 -0.459
H 0.1909 -2.8758 -0.8648 0.130
H -0.8137 -1.7327 -1.7104 0.060
H -0.7651 -1.6873 0.0453 0.071
O 2.1628 -1.1542 -0.9284 0.063
I 1.3858 1.5494 0.2518 1.004
In -3.5208 0.9823 -0.0192 0.867
P -0.1207 0.8055 -2.3343 0.725
C 1.4960 1.3480 -3.0058 -0.294
C -0.7137 -0.1426 -3.7774 -0.239
H -2.1015 2.2605 -2.3141 -0.011
H -1.0832 2.4724 -3.7984 0.070
H -0.5630 3.2011 -2.2133 0.062
C -1.0704 2.3492 -2.7048 -0.250
H -1.7557 -0.4353 -3.6317 0.057
H -0.6516 0.4941 -4.6543 0.060
H 1.3785 1.5339 -4.0807 0.072
H 2.2436 0.5730 -2.8085 0.047
H -0.1140 -1.0384 -3.9376 0.068
H 1.7966 2.2603 -2.4836 0.008
C 3.9332 0.3364 0.5974 -0.122
O 4.7997 -0.3628 0.5086 0.134
Cl -5.9418 1.0807 0.2481 0.046
C -1.7003 0.9863 3.4009 -0.053
C -0.2907 0.4840 3.1848 -0.300
O -0.2641 -0.5362 2.1857 -0.290
C 0.0814 -1.8393 2.6285 -0.270
C 1.5722 -2.0390 2.7725 -0.049
H -2.0246 1.5492 2.5369 0.016
H -1.6900 1.6292 4.2660 0.095
H -2.3745 0.1694 3.5666 0.083
H 0.3694 1.2671 2.7877 0.022
H 0.1731 0.0832 4.0969 0.135
H -0.3987 -2.0351 3.5939 0.133
H -0.3240 -2.5180 1.8735 0.104
H 2.0168 -1.3671 3.5167 0.091
H 1.7439 -3.0655 3.1017 0.096
H 2.0911 -1.8971 1.8171 0.058
```

As for the energy above the lowest of the compared OMol25 structures with the same formula, charge and spin: 1.369 eV. The HOMO energy (spin up / spin down) is -15.46 / -15.46 eV. The calculation puts the total energy at -1908.53183 Eh. As for the net charge: +2. The HOMO-LUMO gap (spin up / spin down) is 6.22 / 3.76 eV.